Here is C5H8O as an isolated structure from the Open Molecules 2025 dataset. Energies are from wB97M-V/def2-TZVPD.

The geometry in XYZ format:
```
14
Properties=species:S:1:pos:R:3:forces:R:3:lowdin_charge:R:1
C 1.096 -0.864 0.557 0.19 -0.16 -0.12 -0.085
C 0.380 0.127 1.442 -0.01 0.12 0.07 -0.078
C 0.002 -0.030 -0.005 0.27 0.11 0.21 -0.396
C 0.046 1.044 -1.075 0.43 0.21 -0.04 -0.124
O -1.289 0.731 -1.506 -0.01 -0.15 0.27 -0.105
C -1.323 -0.409 -0.619 -0.26 -0.37 0.02 -0.116
H 2.110 -0.643 0.235 -0.07 -0.01 0.10 0.103
H 0.903 -1.920 0.735 -0.01 0.18 -0.10 0.105
H -0.257 -0.261 2.239 0.01 0.03 -0.35 0.103
H 0.918 1.030 1.729 -0.13 -0.17 -0.16 0.103
H 0.122 2.081 -0.737 0.12 -0.05 -0.03 0.122
H 0.780 0.827 -1.859 -0.01 0.20 -0.07 0.121
H -2.117 -0.353 0.122 -0.48 -0.15 -0.28 0.119
H -1.350 -1.337 -1.220 -0.03 0.20 0.48 0.129
```
Forces are in eV/Å.

LUMO level: 0.0394 Eh
ΔE to the lowest compared entry with this formula, charge and spin: 2.318 eV
Max |F|: 0.58 eV Å⁻¹
Molar mass: 84.118 g/mol
Frontier orbital gap: 10.56 eV

---

Here is an isolated molecule of C5H8O from the Open Molecules 2025 dataset. Energies are from wB97M-V/def2-TZVPD.

The geometry in XYZ format:
```
14
Properties=species:S:1:pos:R:3:forces:R:3:lowdin_charge:R:1
C -1.776 0.284 0.147 0.00 0.28 0.11 -0.081
C -0.580 -0.584 -0.074 0.21 0.56 -0.78 -0.175
C 0.702 0.138 -1.013 -0.04 -0.91 0.00 -0.148
C 1.291 0.684 0.299 -0.03 0.05 0.24 -0.077
C 0.790 -0.712 0.577 0.22 -0.40 0.61 -0.288
O 1.298 -1.163 -0.728 1.58 -0.22 0.38 -0.109
H -1.458 1.304 0.350 -0.30 0.16 0.16 0.070
H -2.292 0.266 -0.823 -0.08 0.19 0.31 0.085
H -2.483 -0.079 0.900 0.21 0.09 0.04 0.077
H -0.908 -1.642 -0.203 0.35 0.80 -1.20 0.143
H 1.099 0.589 -1.958 -1.50 -0.49 0.21 0.143
H 0.851 1.537 0.821 -0.17 -0.14 -0.14 0.105
H 2.385 0.732 0.302 -0.21 0.10 -0.20 0.114
H 1.080 -1.355 1.401 -0.24 -0.07 0.25 0.141
```
Forces are in eV/Å.

LUMO level: 0.0398 Eh
ΔE to the lowest compared entry with this formula, charge and spin: 4.183 eV
Max |F|: 1.64 eV Å⁻¹
Molar mass: 84.118 g/mol
Frontier orbital gap: 10.14 eV

---

Here is an isolated molecule of C5H8O from the Open Molecules 2025 dataset. Energies are from wB97M-V/def2-TZVPD.

The geometry in XYZ format:
```
14
Properties=species:S:1:pos:R:3:forces:R:3:lowdin_charge:R:1
C -0.863 1.133 -0.873 -0.03 0.09 -0.07 -0.060
C 0.181 0.118 -0.484 0.04 -0.01 0.17 -0.356
C 0.243 -1.192 -1.226 0.01 -0.06 -0.08 -0.059
O 0.019 -0.289 2.647 -0.17 0.02 0.29 -0.017
C 0.913 0.297 0.594 -0.33 -0.17 0.18 0.001
C 1.058 0.210 1.890 0.25 0.12 -0.18 -0.198
H -0.878 1.957 -0.153 0.02 -0.09 -0.19 0.082
H -0.723 1.542 -1.878 0.02 -0.07 0.05 0.079
H -1.846 0.642 -0.852 0.14 0.09 -0.08 0.084
H 0.947 -1.871 -0.736 -0.09 0.12 -0.15 0.082
H 0.538 -1.069 -2.273 -0.05 0.02 0.07 0.079
H -0.750 -1.659 -1.214 0.12 0.09 -0.07 0.083
H -0.749 -0.294 2.058 0.06 -0.17 0.23 0.095
H 1.911 0.473 2.500 0.00 0.04 -0.16 0.107
```
Forces are in eV/Å.

LUMO level: 0.0301 Eh
SMILES: CC(C)=C=CO
ΔE to the lowest compared entry with this formula, charge and spin: 2.187 eV
Max |F|: 0.41 eV Å⁻¹
Molar mass: 84.118 g/mol
Frontier orbital gap: 9.48 eV

---

Here is an isolated molecule of C5H8O from the Open Molecules 2025 dataset. Energies are from wB97M-V/def2-TZVPD.

The geometry in XYZ format:
```
14
Properties=species:S:1:pos:R:3:forces:R:3:lowdin_charge:R:1
C -1.674 0.321 0.175 -0.03 0.08 0.05 -0.057
C -0.496 -0.558 -0.200 -0.19 0.01 -0.06 -0.237
C 0.735 -0.005 -0.963 -0.06 0.12 -0.44 -0.223
C 1.249 0.690 0.311 0.05 0.19 0.10 -0.044
C 0.781 -0.733 0.655 -0.04 -0.19 0.47 -0.225
O 1.471 -1.211 -0.553 0.16 -0.17 -0.07 -0.072
H -1.380 1.308 0.541 -0.01 -0.11 -0.02 0.067
H -2.311 0.472 -0.703 0.08 0.00 0.08 0.078
H -2.298 -0.148 0.943 0.13 0.00 -0.07 0.078
H -0.829 -1.522 -0.600 0.11 0.16 -0.02 0.140
H 0.832 0.314 -2.004 -0.05 -0.08 0.17 0.144
H 0.704 1.545 0.717 0.04 -0.14 -0.08 0.097
H 2.332 0.820 0.340 -0.14 0.02 0.00 0.111
H 0.930 -1.308 1.571 -0.04 0.09 -0.10 0.143
```
Forces are in eV/Å.

LUMO level: 0.0404 Eh
ΔE to the lowest compared entry with this formula, charge and spin: 2.990 eV
Max |F|: 0.51 eV Å⁻¹
Molar mass: 84.118 g/mol
Frontier orbital gap: 10.57 eV

---

Here is an isolated molecule of C5H8O from the Open Molecules 2025 dataset. Energies are from wB97M-V/def2-TZVPD.

The geometry in XYZ format:
```
14
Properties=species:S:1:pos:R:3:forces:R:3:lowdin_charge:R:1
C 1.139 -0.467 0.833 0.02 -0.14 0.00 -0.163
O 1.625 0.793 0.266 0.00 0.24 -0.26 -0.114
C 1.028 1.489 -0.667 -0.40 -0.61 0.39 -0.032
C -0.365 -0.508 0.947 -0.06 0.12 0.01 -0.193
C -0.973 -0.297 -0.440 0.03 -0.01 0.00 -0.201
C -0.296 0.901 -1.150 0.06 0.00 0.00 -0.214
H 1.639 -0.536 1.801 -0.06 0.03 -0.15 0.123
H 1.509 -1.273 0.189 -0.02 0.12 0.05 0.130
H -0.695 0.286 1.627 0.05 -0.10 -0.03 0.122
H -0.660 -1.470 1.389 0.01 0.23 -0.12 0.118
H -2.052 -0.122 -0.356 0.19 -0.01 -0.03 0.105
H -0.861 -1.219 -1.025 0.09 0.18 0.05 0.108
H -0.979 1.760 -1.215 0.20 -0.13 -0.03 0.101
H -0.061 0.663 -2.199 -0.10 0.08 0.10 0.109
```
Forces are in eV/Å.

LUMO level: 0.0335 Eh
ΔE to the lowest compared entry with this formula, charge and spin: 2.894 eV
Max |F|: 0.82 eV Å⁻¹
Molar mass: 84.118 g/mol
Frontier orbital gap: 8.90 eV

---

Here is C5H8O as an isolated structure from the Open Molecules 2025 dataset. Energies are from wB97M-V/def2-TZVPD.

The geometry in XYZ format:
```
14
Properties=species:S:1:pos:R:3:forces:R:3:lowdin_charge:R:1
C -0.784 -0.918 -1.136 0.00 0.03 0.01 -0.029
C -0.105 -0.145 -0.036 -0.03 -0.07 -0.08 -0.378
C -0.771 0.895 0.842 -0.09 0.00 0.09 -0.029
C 0.456 1.252 0.076 -0.09 0.27 -0.26 -0.236
O 1.624 0.825 0.767 0.10 0.09 0.03 -0.071
C 1.220 -0.550 0.599 -0.01 -0.33 0.06 -0.119
H -1.809 -0.571 -1.304 0.19 0.01 0.01 0.077
H -0.843 -1.979 -0.865 -0.02 0.14 -0.02 0.081
H -0.238 -0.850 -2.084 -0.04 -0.02 0.14 0.080
H -1.692 1.298 0.422 0.13 -0.13 0.08 0.112
H -0.737 0.849 1.929 0.06 -0.03 -0.16 0.114
H 0.553 2.068 -0.635 -0.05 -0.13 0.13 0.149
H 1.207 -1.110 1.543 -0.05 0.12 -0.13 0.123
H 1.883 -1.049 -0.120 -0.10 0.05 0.11 0.126
```
Forces are in eV/Å.

LUMO level: 0.0389 Eh
ΔE to the lowest compared entry with this formula, charge and spin: 2.328 eV
Max |F|: 0.39 eV Å⁻¹
Molar mass: 84.118 g/mol
Frontier orbital gap: 10.25 eV

---

Here is an isolated molecule of C5H8O from the Open Molecules 2025 dataset. Energies are from wB97M-V/def2-TZVPD.

The geometry in XYZ format:
```
14
Properties=species:S:1:pos:R:3:forces:R:3:lowdin_charge:R:1
C 1.900 -1.028 -0.169 0.02 -0.32 0.07 -0.124
O 2.207 0.315 -0.452 0.09 0.11 0.05 -0.182
C 1.170 1.135 -0.950 -0.18 0.30 -0.13 -0.229
C -0.199 0.656 -0.752 -0.53 -0.06 0.31 -0.030
C -1.333 0.400 -0.441 0.62 0.10 0.01 -0.078
C -2.658 0.185 0.127 -0.11 0.07 -0.03 -0.103
H 1.651 -1.604 -1.070 0.02 0.09 0.05 0.092
H 2.804 -1.441 0.281 -0.09 -0.04 -0.07 0.088
H 1.074 -1.124 0.545 0.09 0.04 -0.09 0.081
H 1.229 2.079 -0.399 0.13 0.01 -0.14 0.126
H 1.337 1.366 -2.009 0.06 -0.16 0.05 0.122
H -2.554 -0.199 1.146 -0.08 -0.02 -0.12 0.080
H -3.172 1.150 0.186 -0.07 -0.20 -0.02 0.081
H -3.261 -0.510 -0.459 0.03 0.08 0.06 0.074
```
Forces are in eV/Å.

LUMO level: 0.0342 Eh
SMILES: CC#CCOC
ΔE to the lowest compared entry with this formula, charge and spin: 2.632 eV
Max |F|: 0.63 eV Å⁻¹
Molar mass: 84.118 g/mol
Frontier orbital gap: 10.21 eV

---

Here is an isolated molecule of C5H8O from the Open Molecules 2025 dataset. Energies are from wB97M-V/def2-TZVPD.

The geometry in XYZ format:
```
14
Properties=species:S:1:pos:R:3:forces:R:3:lowdin_charge:R:1
C -2.523 -0.665 -0.566 -1.70 -0.19 -0.10 -0.101
C -1.151 -0.508 -0.316 -0.27 -0.28 -1.28 -0.076
C 0.036 -0.461 -0.366 -0.72 -0.49 -0.54 -0.004
C 1.195 -0.123 0.338 -0.31 0.25 2.62 -0.448
C 1.952 0.982 -0.262 1.06 0.40 -0.32 -0.048
O 0.658 0.409 1.600 1.16 0.81 0.47 -0.058
H -2.706 -0.778 -1.625 -0.04 -0.09 -0.36 0.087
H -3.114 0.181 -0.241 -0.13 0.24 0.21 0.084
H -2.882 -1.552 -0.068 -0.38 -0.31 0.16 0.080
H 1.755 -1.018 0.568 0.75 -0.10 -0.09 0.143
H 1.382 1.877 -0.458 -0.51 0.06 0.15 0.095
H 2.765 1.230 0.385 0.62 0.33 0.44 0.078
H 2.369 0.659 -1.191 0.33 -0.22 -0.75 0.082
H 0.264 -0.232 2.202 0.15 -0.41 -0.61 0.088
```
Forces are in eV/Å.

LUMO level: 0.0315 Eh
SMILES: CC#C[C@@H](C)O
ΔE to the lowest compared entry with this formula, charge and spin: 2.776 eV
Max |F|: 2.65 eV Å⁻¹
Molar mass: 84.118 g/mol
Frontier orbital gap: 10.15 eV

---

Here is an isolated molecule of C5H8O2 from the Open Molecules 2025 dataset. Energies are from wB97M-V/def2-TZVPD.

The geometry in XYZ format:
```
15
Properties=species:S:1:pos:R:3:forces:R:3:lowdin_charge:R:1
C 0.492 0.013 -0.678 -0.30 -0.50 -1.80 -0.430
C 1.275 -1.053 0.075 -0.28 -0.11 0.30 -0.047
C -1.218 0.017 1.295 -0.40 0.26 0.39 -0.052
C -0.723 0.593 0.000 0.24 -0.69 -0.24 -0.240
O 1.373 1.070 -1.018 0.53 0.37 -0.36 -0.036
C -1.499 1.304 -0.786 -1.58 1.93 0.38 -0.125
O -2.215 2.069 -1.328 1.21 -1.39 0.37 0.171
H 2.050 0.714 -1.620 -0.34 0.21 0.33 0.100
H 0.039 -0.378 -1.651 1.11 -0.19 0.93 0.156
H 0.665 -1.936 0.285 0.11 0.05 -0.04 0.081
H 2.157 -1.363 -0.498 -0.30 0.04 -0.07 0.082
H 1.653 -0.655 1.023 -0.17 0.01 -0.13 0.090
H -1.373 -1.064 1.220 0.05 0.10 0.01 0.080
H -0.499 0.208 2.099 -0.13 -0.04 -0.08 0.085
H -2.177 0.462 1.583 0.23 -0.07 0.00 0.087
```
Forces are in eV/Å.

LUMO level: 0.0272 Eh
SMILES: CC(=C=O)[C@H](C)O
ΔE to the lowest compared entry with this formula, charge and spin: 1.586 eV
Max |F|: 2.52 eV Å⁻¹
Molar mass: 100.117 g/mol
Frontier orbital gap: 9.28 eV

---

Here is a 2-piece molecular cluster, C5H8O2 overall from the Open Molecules 2025 dataset. Energies are from wB97M-V/def2-TZVPD.

The geometry in XYZ format:
```
15
Properties=species:S:1:pos:R:3:forces:R:3:lowdin_charge:R:1
C -5.060 -0.651 0.515 -0.18 -0.60 0.82 -0.419
C 2.485 1.034 -0.504 -0.07 0.32 -0.12 -0.210
C 2.334 2.241 0.030 0.00 -0.04 -0.10 0.008
O -4.368 0.293 0.707 0.12 0.24 -0.16 0.090
H -5.332 -1.372 1.316 0.03 0.12 -0.18 0.138
H 2.362 0.890 -1.569 -0.03 0.05 -0.13 0.100
H 2.088 3.103 -0.566 -0.04 0.11 -0.15 0.050
H 2.449 2.408 1.089 0.04 -0.03 0.22 0.055
C 2.811 -0.147 0.265 0.08 -0.32 0.12 -0.211
C 2.960 -1.355 -0.267 0.01 0.04 0.10 0.005
O -5.583 -0.951 -0.675 -0.09 0.18 -0.79 0.082
H -6.125 -1.749 -0.676 0.12 0.05 0.31 0.109
H 2.934 -0.002 1.331 0.03 -0.05 0.13 0.100
H 3.203 -2.218 0.329 0.04 -0.11 0.15 0.048
H 2.842 -1.523 -1.326 -0.04 0.03 -0.22 0.054
```
Forces are in eV/Å.

LUMO level: 0.0205 Eh
SMILES: C=CC=C.O=CO
ΔE to the lowest compared entry with this formula, charge and spin: 1.622 eV
Max |F|: 1.03 eV Å⁻¹
Molar mass: 100.117 g/mol
Frontier orbital gap: 9.39 eV

---

Here is an isolated molecule of C5H8O2 from the Open Molecules 2025 dataset. Energies are from wB97M-V/def2-TZVPD.

The geometry in XYZ format:
```
15
Properties=species:S:1:pos:R:3:forces:R:3:lowdin_charge:R:1
C -1.451 -0.614 -0.187 -0.05 -0.05 -0.01 0.001
C -0.367 0.459 -0.108 -0.01 -0.18 0.09 -0.520
O -0.875 1.757 -0.257 -0.09 0.04 -0.25 0.025
C 0.576 0.314 1.104 -0.05 0.06 0.22 -0.088
C 1.573 -0.510 0.253 0.15 -0.08 -0.06 -0.064
C 0.835 0.030 -0.976 0.12 -0.05 -0.56 -0.336
O 1.101 0.158 -2.141 -0.12 0.00 0.61 0.126
H -2.119 -0.556 0.678 0.09 0.05 -0.12 0.093
H -2.039 -0.476 -1.102 0.08 -0.04 0.11 0.092
H -1.013 -1.618 -0.228 -0.08 0.14 0.06 0.094
H -1.302 1.818 -1.122 0.06 0.04 0.12 0.108
H 0.981 1.295 1.361 -0.03 -0.11 -0.01 0.123
H 0.158 -0.155 1.996 0.04 0.01 -0.13 0.116
H 2.637 -0.275 0.321 -0.14 -0.01 -0.02 0.115
H 1.437 -1.592 0.362 0.03 0.16 -0.06 0.119
```
Forces are in eV/Å.

LUMO level: 0.0315 Eh
SMILES: C[C@@]1(O)CCC1=O
ΔE to the lowest compared entry with this formula, charge and spin: 0.997 eV
Max |F|: 0.63 eV Å⁻¹
Molar mass: 100.117 g/mol
Frontier orbital gap: 10.17 eV

---

Here is an isolated molecule of C5H8O2 from the Open Molecules 2025 dataset. Energies are from wB97M-V/def2-TZVPD.

The geometry in XYZ format:
```
15
Properties=species:S:1:pos:R:3:forces:R:3:lowdin_charge:R:1
O -0.642 1.975 1.644 -0.07 0.13 0.11 0.074
C 0.285 1.468 1.079 0.11 0.20 -0.24 -0.293
C 0.689 0.040 1.202 -0.17 -1.14 0.63 -0.172
C 0.756 -0.752 -0.109 0.76 0.64 0.09 -0.209
C -0.598 -0.964 -0.758 -0.76 -0.66 0.17 -0.168
C -1.143 0.255 -1.462 0.22 -0.48 -0.07 -0.282
O -2.182 0.771 -1.163 -0.08 0.20 -0.15 0.072
H 0.945 2.069 0.406 -0.15 0.01 0.05 0.133
H 0.021 -0.515 1.866 -0.25 0.40 0.08 0.123
H 1.651 0.011 1.730 0.15 0.13 -0.35 0.124
H 1.250 -1.697 0.111 -0.13 -0.11 -0.09 0.111
H 1.434 -0.215 -0.783 -0.07 -0.14 -0.21 0.113
H -1.374 -1.244 -0.038 0.23 0.11 0.26 0.124
H -0.579 -1.834 -1.434 0.23 0.49 -0.22 0.124
H -0.515 0.633 -2.292 -0.01 0.22 -0.05 0.127
```
Forces are in eV/Å.

LUMO level: 0.0219 Eh
SMILES: O=CCCCC=O
ΔE to the lowest compared entry with this formula, charge and spin: 1.089 eV
Max |F|: 1.32 eV Å⁻¹
Molar mass: 100.117 g/mol
Frontier orbital gap: 10.52 eV